16
Properties=species:S:1:pos:R:3:forces:R:3 method="wB97M-V/def2-TZVPD" spin_multiplicity=1 e_tot_ha=-358.98464 de_lowest_ev=7.0696 lumo_ev="0.12 / 0.13"
C 1.1607 -1.2113 -0.8335 -0.73 0.68 2.12
C -1.6966 -0.0874 0.3077 0.14 0.72 0.23
N -0.4195 0.4684 -0.1201 -0.72 0.58 -0.39
C 0.8666 -0.1433 0.2173 1.96 -0.28 -2.47
N -0.4778 1.9000 -0.0682 0.09 -0.64 0.78
O 0.2343 -2.1409 -1.1180 -0.59 0.38 0.41
N 1.9009 0.4800 0.8101 -0.39 -0.25 -1.03
H -0.5296 -1.8993 -0.5400 0.43 -0.56 -1.05
H 0.3264 2.2934 -0.5482 -0.18 -0.27 -0.17
H -0.3930 2.2120 0.9030 0.04 -0.02 -0.01
H 1.9836 1.4398 0.4661 -0.33 0.00 0.63
H 2.0764 -1.3300 -1.4118 0.19 -0.02 0.88
H 1.1489 -1.3530 0.6964 -0.06 0.02 -0.20
H -1.7876 -1.1565 0.1081 -0.05 0.05 0.27
H -2.5079 0.4010 -0.2355 0.23 -0.03 -0.18
H -1.8856 0.1271 1.3664 -0.01 -0.36 0.18